1.
C14H29F6N6O12RbS6 as an isolated structure in a non-equilibrium geometry. Source: the OMol25 dataset; level of theory: the ωB97M-V functional and the def2-TZVPD basis.

Values from the calculation:
- E_LUMO (eV) = -1.396
- HOMO energy (eV) = -8.726

Last column: Mulliken charge in e.
Element x y z (Å)
Rb (7.431, 5.911, -1.084)  0.98
C (13.306, 0.915, -2.585)  -1.41
C (11.772, 1.088, -2.747)  -0.23
N (10.997, 0.086, -1.987)  0.25
C (11.527, -1.097, -1.474)  -0.21
C (10.470, -1.670, -0.668)  -0.56
N (9.323, -0.892, -0.820)  0.20
C (9.691, 0.149, -1.629)  -0.30
C (8.103, -1.145, -0.191)  -0.81
H (13.632, 0.961, -1.546)  0.43
H (13.843, 1.755, -3.025)  0.36
H (13.787, 0.007, -2.948)  0.38
H (11.457, 1.108, -3.791)  0.33
H (11.503, 2.077, -2.374)  0.34
H (12.543, -1.457, -1.539)  0.39
H (10.545, -2.584, -0.098)  0.44
H (9.071, 1.031, -1.703)  0.37
H (7.860, -2.167, -0.482)  0.34
H (7.371, -0.340, -0.261)  0.31
H (8.263, -1.171, 0.887)  0.37
C (9.171, 10.527, -5.468)  -1.56
C (9.958, 11.742, -5.878)  -0.05
C (11.244, 11.894, -5.072)  -0.62
N (12.022, 13.156, -5.612)  0.15
C (11.569, 14.439, -4.871)  -0.89
C (12.033, 13.330, -7.161)  -0.70
C (13.359, 14.053, -7.448)  -0.69
C (14.374, 13.830, -6.292)  -0.55
C (13.550, 12.894, -5.321)  -0.70
H (9.760, 9.665, -5.779)  0.37
H (8.187, 10.494, -5.934)  0.38
H (8.949, 10.452, -4.403)  0.38
H (9.270, 12.572, -5.717)  0.32
H (10.151, 11.639, -6.946)  0.28
H (11.849, 11.008, -5.268)  0.28
H (11.179, 11.965, -3.986)  0.44
H (12.247, 15.248, -5.145)  0.39
H (11.797, 14.392, -3.806)  0.37
H (10.485, 14.533, -4.940)  0.32
H (11.089, 13.752, -7.506)  0.46
H (12.060, 12.314, -7.555)  0.39
H (13.226, 15.114, -7.657)  0.31
H (13.825, 13.643, -8.344)  0.39
H (14.657, 14.728, -5.742)  0.32
H (15.246, 13.233, -6.559)  0.32
H (13.685, 13.122, -4.264)  0.49
H (13.881, 11.865, -5.462)  0.39
N (5.317, 9.838, -0.036)  -0.28
S (6.094, 10.685, 0.924)  1.09
O (5.469, 11.596, 1.838)  -0.55
O (7.445, 11.113, 0.471)  -0.62
F (6.483, 9.415, 1.939)  -0.35
S (4.624, 11.234, -0.742)  1.08
O (5.484, 12.243, -1.277)  -0.53
O (3.439, 11.703, -0.088)  -0.56
F (3.971, 10.522, -2.008)  -0.26
N (6.243, 3.025, -4.790)  -0.24
S (6.071, 3.171, -6.296)  1.04
O (5.207, 4.268, -6.880)  -0.59
O (6.304, 2.012, -7.140)  -0.56
F (7.506, 3.910, -6.467)  -0.34
S (4.824, 2.085, -4.804)  1.10
O (4.892, 0.700, -5.284)  -0.55
O (3.550, 2.775, -5.012)  -0.55
F (4.698, 1.905, -3.188)  -0.30
N (10.732, 4.079, 1.723)  -0.19
S (10.515, 3.240, 2.932)  1.04
O (10.497, 3.934, 4.226)  -0.57
O (10.926, 1.842, 2.797)  -0.58
F (8.880, 3.214, 2.645)  -0.36
S (12.354, 4.498, 2.127)  1.06
O (13.285, 3.368, 2.080)  -0.54
O (12.597, 5.593, 3.095)  -0.53
F (12.626, 5.273, 0.649)  -0.34

Cartesian forces (eV/Å) of the 2 atoms listed first:
Rb -0.148 0.177 0.216
C 0.077 0.172 0.525

2.
C6H4Cl2N2O3RhYb as an isolated structure in a non-equilibrium geometry. Source: the OMol25 dataset; level of theory: the ωB97M-V functional and the def2-TZVPD basis.

Values from the calculation:
- ⟨S²⟩ = 8.77
- E_LUMO (spin up / spin down) (eV) = -14.008 / -18.319
- total charge = +4
- spin multiplicity = 6
- HOMO energy (spin up / spin down) (eV) = -23.112 / -22.993
- relative energy (zero: lowest compared OMol25 entry of this formula, charge and spin) (kcal per mole) = 27.5

Last column: natural (NBO) charge in e.
Element x y z (Å)
Yb (-0.135, 5.200, -1.987)  2.08
Rh (-0.103, 0.495, -0.132)  1.20
Cl (1.974, 5.162, -3.066)  -0.44
Cl (-0.188, 2.463, -1.609)  -0.58
C (-0.185, 0.020, 1.574)  0.44
C (0.800, 7.567, -2.999)  0.41
C (-1.414, 7.706, -1.385)  0.40
O (-0.070, -0.282, 2.714)  -0.14
O (1.079, 8.598, -3.425)  -0.29
O (-1.630, 8.836, -1.339)  -0.28
N (2.233, -1.962, -2.711)  -0.47
C (1.030, -2.507, -3.151)  0.22
C (0.022, -1.917, -2.388)  0.21
N (0.633, -0.959, -1.548)  -0.61
C (1.944, -1.088, -1.710)  0.41
H (3.211, -2.163, -2.989)  0.52
H (1.069, -3.252, -3.957)  0.34
H (-1.018, -2.168, -2.369)  0.30
H (2.685, -0.599, -1.133)  0.28

Cartesian forces (eV/Å) of the 2 atoms listed first:
Yb 1.210 1.578 -0.848
Rh -0.327 1.820 -6.600